# 1
C21H38BGdN2O9P | ωB97M-V with the def2-TZVPD basis set

Structure (XYZ):
```
73
Properties=species:S:1:pos:R:3:forces:R:3:lowdin_charge:R:1
N -0.41450 -1.41174 -0.15456 0.88 -1.76 -0.90 -0.085
H 0.99524 1.75437 1.51831 0.67 0.15 -1.73 0.115
H 2.68957 5.24140 0.85706 -1.55 -0.88 0.22 0.138
H 4.16313 0.40623 2.32849 -1.69 -0.79 -0.46 0.134
C 3.16498 -0.07562 1.99260 0.88 -0.66 0.32 -0.144
O -0.61831 4.01473 1.53954 2.53 -0.54 0.01 -0.098
H -6.33586 -0.96422 -0.20613 1.28 0.15 -1.05 0.155
H -6.05125 -2.38784 -2.43334 4.79 3.16 0.01 -0.043
H -1.43149 1.74763 -2.98650 0.62 -1.61 0.72 0.167
C -4.46864 0.93796 -2.17118 0.22 2.46 -1.08 -0.174
H -2.17543 -1.21106 -3.02008 0.04 1.47 0.50 0.123
C -5.17801 -2.31723 -1.64073 2.13 2.59 -0.30 -0.265
C 1.94314 0.85822 -1.62219 0.46 -0.71 -0.16 -0.105
C 3.31428 -4.39839 3.90641 0.02 3.21 -1.38 -0.055
H 2.39760 -5.20526 1.92251 0.69 1.75 0.74 0.084
O 3.13313 -1.88568 -3.25596 -2.59 0.73 -0.70 0.081
Gd -7.18915 -3.53508 -1.93518 -6.07 -4.52 0.98 1.932
H 3.25857 -0.96205 -0.08975 -0.15 1.64 0.85 0.114
H 4.12895 -0.85071 4.57060 -0.67 -1.64 -1.15 0.110
H 1.39601 4.73107 -0.35750 0.88 -0.65 1.44 0.135
H 0.14709 -1.36222 0.72635 -0.32 0.33 -0.79 0.069
H -4.20624 -2.33962 -2.25489 -1.51 -0.11 0.90 0.166
C 3.83187 -3.15212 4.68946 -1.69 0.85 -4.19 -0.042
H -3.22212 2.57587 3.23457 0.89 0.16 -1.52 0.086
H 1.55722 1.87797 -1.95744 0.34 -1.45 0.53 0.159
H 2.74043 -2.73978 -3.57347 0.87 0.84 0.32 0.126
H -3.97714 1.30067 -1.18886 -0.68 -1.05 -1.33 0.164
O -5.63048 0.08167 -1.91812 1.63 -0.82 1.42 -0.110
C 2.71531 -2.83828 1.76094 1.16 -0.21 3.48 -0.068
O 0.94330 5.09440 2.84106 -0.85 -2.54 -4.15 0.072
H -0.49652 2.53309 3.15150 -0.54 1.18 -0.89 0.122
C -5.39226 -0.87984 -0.88009 -0.98 -0.39 -0.36 -0.152
H 4.01965 0.69760 0.04423 -1.54 -0.74 0.61 0.139
C 3.20100 -1.58271 2.52521 0.22 -3.11 1.94 -0.168
O 2.26995 -0.18136 -4.92707 -0.41 -2.64 2.79 0.142
C 1.87798 4.46574 0.66161 -0.57 -0.60 -0.93 -0.069
O 0.05087 0.30315 -3.28312 -0.18 -0.80 2.45 -0.104
H -3.11449 3.49012 1.56839 0.80 -1.10 1.41 0.088
C -2.59030 2.75853 2.29607 1.00 0.56 -0.25 -0.085
H -1.28765 4.12507 3.60078 0.29 -1.05 -1.66 0.143
O -0.10813 -2.81166 -2.63101 0.61 1.43 2.60 -0.224
O -3.53006 0.40348 -3.12324 -0.36 -0.15 2.07 -0.117
P 0.67710 -1.79431 -1.47487 -0.96 0.35 -0.38 1.164
H -1.05097 -2.21854 -0.03981 0.16 0.51 0.09 0.054
C -1.14655 3.37573 2.73102 -2.03 -0.08 1.22 -0.229
C 3.10537 0.07801 0.39992 1.11 -0.89 0.05 -0.191
N 1.81760 0.60969 -0.14136 0.16 1.34 -1.10 -0.189
H -4.96984 -3.21849 0.12094 -0.35 -0.50 -0.38 0.175
H 2.34477 0.46743 2.57018 0.97 -0.62 -1.05 0.114
H -4.90348 1.89465 -2.65399 0.50 -1.83 0.66 0.179
H 2.50263 -0.90612 -5.56533 0.28 1.20 0.54 0.138
B 2.24193 -0.79473 -3.61513 0.86 -0.28 -2.33 -0.476
C -2.36331 -0.21046 -2.50115 0.34 -0.23 1.14 -0.162
C 0.69973 4.52069 1.74012 1.13 2.71 4.30 -0.355
H 3.25538 2.80720 1.52377 -1.00 0.43 -1.61 0.134
H 0.56561 2.44652 -0.12016 1.36 -1.27 0.67 0.119
C -1.06477 0.77106 -2.48112 -1.54 1.31 -0.63 -0.122
C 1.13996 -0.24499 -2.50356 0.85 1.11 -1.73 -0.371
H 3.06543 0.83432 -1.91861 -1.74 -0.09 0.33 0.156
C 2.77368 -4.25492 2.44243 1.11 2.68 2.49 -0.065
H 3.35704 -5.39941 4.46199 -0.16 1.57 -1.26 0.098
C 1.42451 1.92410 0.45475 -0.38 1.08 1.71 -0.211
H -2.38017 1.79169 1.71207 -0.48 1.18 0.91 0.047
H 4.23986 -3.20748 5.74914 -0.65 -0.08 -1.68 0.103
H 3.22997 2.98577 -0.37270 -0.64 0.12 1.52 0.122
H -0.45415 -3.61774 -2.18370 0.45 0.45 -0.45 0.082
H -2.63735 -0.41320 -1.39137 0.58 0.14 -1.67 0.095
C 3.75838 -1.77608 3.98863 -0.92 -2.51 -1.29 -0.020
C 2.60731 3.00709 0.59002 -1.20 0.26 -0.35 -0.132
O -5.33465 -3.47862 -0.75864 0.86 1.35 -0.12 -0.210
H -4.53159 -0.61080 -0.17788 -0.92 -0.56 -1.08 0.152
H 2.31332 -2.72941 0.69592 0.72 -0.32 1.61 0.024
H -0.80397 1.05485 -1.40680 -0.01 -0.67 -1.42 0.119
```
Positions in Å, forces in eV/Å.

## Properties
calculated total energy: -2740.0401 a.u.
HOMO energy (alpha / beta): -0.5128 / -0.5128 hartree
spin multiplicity: 8
total charge: +3
M: 661.6 g mol⁻¹

***

# 2
C21H38BrN16O8PS | ωB97M-V with the def2-TZVPD basis set

Structure (XYZ):
```
86
Properties=species:S:1:pos:R:3:forces:R:3:lowdin_charge:R:1
H 5.22938 -2.57416 1.37244 -0.07 -0.02 0.03 0.095
H -0.51849 -1.50303 -3.01205 -0.02 -0.10 0.13 0.102
N -5.92051 2.31972 2.88617 -2.33 -1.91 -0.39 0.086
C -2.77562 -0.91658 3.19083 -0.92 0.75 -0.68 -0.356
O 6.54874 1.71305 -7.60132 -0.02 0.06 -0.06 0.014
C -3.01651 1.53780 2.96424 2.04 -0.46 0.71 -0.448
H 4.78303 -0.51217 -8.32977 -0.08 0.12 0.10 0.098
C 2.86974 -0.49989 -7.67728 0.28 -0.22 -0.13 -0.689
O -1.17724 5.21418 10.01428 -0.06 -0.04 -0.02 0.021
N -3.83408 -0.60199 2.25729 0.84 -0.18 0.80 0.078
O 2.66104 -1.69079 -7.84953 -0.13 -0.07 0.11 0.016
C 0.10621 -0.72581 4.31123 -1.45 -0.73 0.48 -0.100
H -1.18293 5.92998 7.64012 -0.11 -0.10 0.05 0.105
N -0.20861 -2.06244 -2.23604 -0.13 0.31 -0.11 0.155
C 3.59321 -3.02897 2.59299 -0.08 0.00 0.08 -0.692
C 0.79606 -2.94277 -2.47100 -0.02 0.09 -0.10 -0.681
O 2.71109 -3.83669 2.84780 -0.04 -0.04 -0.07 0.000
H -0.44688 4.28595 2.61230 -0.28 -0.66 0.30 0.056
N 8.14435 0.38875 -8.50978 -0.06 -0.51 0.00 0.155
S -4.02742 4.52136 5.04954 1.51 -2.49 -0.44 0.685
C -2.73102 0.37278 -0.24890 -1.39 -0.97 -0.14 -0.215
O 4.94718 -5.07852 -6.82937 0.20 -0.18 0.11 0.006
H -8.82024 -0.62042 2.18398 0.92 0.99 0.29 0.100
N -2.86201 -0.81719 -0.74538 0.38 1.60 0.75 0.076
H 2.97598 -3.95226 -4.60098 -0.18 0.10 -0.10 0.050
C -8.02645 0.14767 2.37011 3.98 3.18 0.58 -0.012
N 4.80280 -5.68341 -4.64808 0.48 -0.55 0.40 0.133
C -6.55745 -0.05225 2.01711 -2.65 2.33 1.41 0.005
H -4.03490 -1.26967 1.51420 0.04 0.18 0.69 0.118
O 1.31880 -3.06864 -3.56972 0.11 -0.08 0.06 0.015
H 7.62561 -0.42850 -8.23462 0.13 0.08 -0.02 0.108
H -1.72397 0.89688 -0.31469 -1.41 -0.61 0.16 0.103
N 8.35046 2.66782 -8.58617 0.09 0.56 -0.03 0.149
C 0.56671 -1.86396 4.32104 -0.43 0.67 -0.83 0.076
H -9.33263 1.73237 3.33154 1.47 -0.28 -0.48 0.095
H 9.01454 0.27206 -8.99513 -0.06 0.02 0.03 0.096
C -4.00648 1.05818 0.42450 1.41 0.99 -0.99 -0.128
N -3.38755 1.82388 4.39243 -0.13 3.31 -0.84 0.090
H 4.41876 -4.07265 1.06483 0.04 0.13 0.09 0.102
H 9.22456 2.59443 -9.07289 -0.06 -0.03 0.04 0.094
H 4.45920 -1.19425 3.09021 -0.04 -0.08 -0.02 0.097
C -5.65249 1.08620 2.34498 0.32 -0.68 0.06 -0.187
N -2.96227 3.95394 9.41956 -0.36 -0.39 0.32 0.147
H 5.54520 -6.34799 -4.78229 -0.13 0.10 0.01 0.096
H 7.98739 3.58032 -8.36924 0.06 -0.13 -0.04 0.106
H 4.25510 1.05791 -7.82969 0.21 -0.10 0.06 0.073
H -0.65235 -1.94334 -1.34264 -0.16 0.00 -0.12 0.060
H -4.93358 0.62364 -0.07965 1.22 0.34 0.90 0.125
N 3.74340 -1.87042 3.28180 -0.10 0.30 0.43 0.159
N -1.90875 5.27376 7.87246 0.17 0.27 -0.42 0.146
O -2.69520 -1.93607 3.83842 0.22 1.53 -1.18 0.118
C -3.45673 3.03607 4.66520 -2.46 -0.25 0.63 -0.691
H -1.36695 0.32410 2.12773 -0.10 -0.05 1.43 0.135
H -1.43976 0.49173 5.39142 0.44 -0.33 -1.44 0.129
C -4.09168 0.83448 2.00751 -1.39 -1.16 -0.31 -0.331
C -0.90865 0.48867 4.38868 2.11 -0.42 -0.15 -0.137
H 3.10673 -3.50723 -6.27471 0.00 0.04 0.06 0.084
H 1.02782 -0.04969 -6.95873 0.15 0.04 -0.02 0.101
H 4.38645 -5.59469 -3.74027 -0.03 0.04 -0.11 0.082
H -3.99837 2.15673 0.11482 -0.16 -1.27 0.72 0.076
C 4.42123 -4.94888 -5.73352 -0.35 0.48 -0.41 -0.702
C -1.96246 4.83985 9.15980 0.25 0.15 0.17 -0.702
C 7.61066 1.59737 -8.19315 -0.09 -0.03 0.05 -0.686
H -2.54652 4.97677 7.15497 0.06 0.01 0.03 -0.008
N 4.06030 0.08211 -7.96331 0.16 0.02 -0.20 0.157
H 1.91880 -4.33850 -1.52336 -0.15 0.08 0.06 0.099
C -7.24503 2.54643 3.22489 -0.50 -2.99 -1.02 -0.100
N 1.17651 -3.67417 -1.38939 0.32 -0.35 0.22 0.156
C -1.87644 0.39665 3.14532 -0.60 -0.79 0.10 -0.202
H 0.76061 -3.58581 -0.47999 0.03 0.00 -0.04 0.097
N 4.49866 -3.22353 1.59767 0.18 -0.34 -0.45 0.150
H 0.91775 -2.91364 4.09687 -0.28 1.83 0.53 0.057
H -3.03543 3.60891 10.36138 0.02 0.05 -0.14 0.104
H 2.07577 1.32651 -7.03411 0.06 -0.08 -0.02 0.090
Br -3.29006 4.64179 1.46270 0.04 -0.21 0.47 0.271
N 3.41853 -4.07028 -5.49704 -0.04 0.14 -0.14 0.170
N 1.92454 0.34621 -7.18304 -0.64 0.17 0.22 0.144
C -8.27396 1.49732 3.00095 0.45 -0.69 -0.45 -0.059
H -7.54432 3.51995 3.69809 0.53 -1.13 -0.62 0.110
H -0.25222 1.41886 4.39352 -1.12 -0.95 -0.27 0.102
H -6.21586 -1.01697 1.53903 -0.35 1.47 0.78 0.105
H -3.61799 3.63368 8.73070 0.07 0.05 0.01 0.087
H -3.83646 -1.13919 -0.60275 0.58 0.14 -0.27 0.047
H 3.08961 -1.69262 4.02716 0.06 0.08 -0.13 0.073
O -0.79201 3.45903 3.01648 -1.80 -0.13 -0.65 -0.364
P -2.01556 2.84790 1.98425 1.30 0.02 -0.65 0.653
```
Positions in Å, forces in eV/Å.

## Properties
calculated total energy: -5614.6509 a.u.
HOMO energy: -0.3205 hartree
SMILES: [H]/N=C\C[C@@]1(c2ccccn2)NC(=O)[C@H](CC#C)[C@@]1(N=C=S)P(O)Br.NC(N)=O.NC(N)=O.NC(N)=O.NC(N)=O.NC(N)=O.NC(N)=O
M: 785.6 g mol⁻¹

***

# 3
C21H38ClNO5P | ωB97M-V with the def2-TZVPD basis set

Structure (XYZ):
```
67
Properties=species:S:1:pos:R:3:forces:R:3:nbo_charge:R:1
O -7.56935 2.83053 1.35351 -0.12 0.18 -0.08 -0.547
H 4.40380 -3.93134 2.57650 -0.09 0.06 0.14 0.137
C 5.86182 -4.19397 4.16704 0.04 -0.09 0.15 -0.433
H -5.72482 0.10476 2.47357 0.01 -0.06 -0.09 0.188
H 7.12559 -3.20942 2.72467 0.04 0.00 0.02 0.189
H 7.42209 -6.23245 2.95018 0.07 0.03 -0.02 0.177
O 1.73127 -4.43821 1.00782 0.60 1.08 -0.23 -0.971
C -2.86050 0.08233 1.14947 -0.10 -0.19 0.08 -0.064
H 1.30556 -1.81724 -2.49178 0.39 0.13 -0.13 0.251
H 5.90673 -1.91942 -0.81519 -0.24 0.11 -0.27 0.260
H -2.41597 0.19437 0.15743 -0.06 -0.05 -0.03 0.171
H 8.04827 -4.10922 3.93502 -0.01 -0.02 -0.02 0.230
H -9.96709 5.09977 1.37210 0.01 -0.03 0.01 0.222
C 2.32905 -1.87079 -2.11154 -1.06 -0.12 -0.02 0.093
H -1.74412 1.33482 2.55840 -0.01 -0.02 0.00 0.211
H 5.99289 -4.90648 4.98427 -0.03 0.02 -0.01 0.213
H 3.02971 -0.63360 -3.57188 -0.01 0.30 -0.20 0.484
C -3.91499 1.24859 2.91161 0.03 -0.17 0.18 -0.431
C 7.13703 -4.11464 3.33931 -0.01 0.15 -0.13 -0.429
C 4.86818 -4.74052 3.15565 -0.05 0.02 -0.12 -0.061
O 2.57156 1.17298 -4.58792 0.11 -0.16 0.39 -0.592
H -2.42175 -0.80022 1.63093 0.10 0.04 0.00 0.155
C -8.48118 3.66026 2.08471 -0.11 -0.18 0.08 -0.067
O -4.26357 -0.13889 1.02109 0.18 0.08 0.10 -0.538
H -5.45815 1.49151 1.40525 -0.07 0.01 0.12 0.188
H -9.81079 3.34051 -0.31222 0.02 0.01 -0.03 0.204
H 2.27993 4.25922 -3.44530 -0.02 -0.04 0.00 0.234
O 5.60972 -5.56219 2.24854 0.02 0.21 0.00 -0.547
C 2.59113 -2.60577 -0.97893 0.68 -0.06 1.59 -0.390
H -9.30314 3.02922 2.43840 -0.03 0.07 0.05 0.168
H 4.07735 -5.33026 3.62018 -0.01 -0.03 -0.09 0.194
H -8.88218 4.63334 -1.08032 0.03 -0.01 0.02 0.219
H -8.28434 5.56517 1.09559 -0.03 0.00 0.02 0.201
C -7.68356 3.12338 -0.04412 0.20 0.02 0.00 -0.068
H 2.01277 -5.28886 0.63463 -0.22 0.02 0.13 0.521
H -7.97294 4.08580 2.95103 0.06 -0.07 -0.02 0.184
C 4.54352 -1.20338 -2.30146 0.55 0.35 -0.34 0.088
C 2.66785 3.49763 -4.11921 0.24 0.07 -0.09 -0.431
H 1.97714 4.02719 -6.13952 0.03 -0.04 0.00 0.236
H 5.28135 -0.63749 -2.86873 -0.30 -0.10 0.11 0.249
P 1.13814 -3.47012 -0.17220 -1.24 -0.65 -0.87 1.120
C 2.22352 1.88528 -5.79163 0.14 -0.01 -0.39 -0.065
C 2.67567 2.11126 -3.49984 -0.20 -0.01 0.15 -0.074
H 0.75581 3.29747 -5.09184 0.01 0.01 -0.05 0.210
C 1.81419 3.28329 -5.36230 -0.24 -0.07 0.15 -0.431
H -4.20116 2.20492 3.34709 -0.02 -0.01 -0.04 0.223
H 1.81206 1.96409 -2.84253 0.02 0.06 0.04 0.173
H 7.51104 -5.22695 1.49244 -0.08 -0.06 -0.03 0.180
H 1.42822 1.35396 -6.31325 0.03 -0.10 0.10 0.197
C -8.92944 3.97862 -0.21097 -0.17 -0.12 -0.05 -0.431
C -8.97852 4.72103 1.11601 0.13 0.19 0.02 -0.431
H 3.68116 3.78371 -4.41038 -0.01 0.00 0.05 0.211
H -6.78337 3.66783 -0.35098 -0.03 0.01 -0.09 0.161
H 3.10648 1.90942 -6.43595 -0.03 0.01 -0.02 0.177
C -2.68858 1.32302 2.01365 0.06 0.17 -0.11 -0.432
N 3.27918 -1.18557 -2.74890 0.09 -0.28 0.26 -0.427
C -4.96308 0.69305 1.96165 -0.12 0.16 -0.21 -0.073
H 4.13614 -3.21667 0.42549 0.03 0.17 -0.29 0.262
H -3.73532 0.54265 3.72688 -0.01 0.03 0.01 0.200
H 3.58572 1.91131 -2.92882 0.02 -0.05 -0.06 0.173
H -7.73440 2.19112 -0.60854 0.04 -0.04 0.08 0.187
Cl 0.23345 -1.88884 0.82287 0.87 -0.57 -0.05 -0.258
C 7.01336 -5.34639 2.45582 0.06 -0.21 0.10 -0.070
C 3.90608 -2.64925 -0.47972 -0.38 0.54 -0.82 -0.074
H 5.55398 -3.24037 4.59394 -0.01 -0.02 -0.02 0.222
H -2.73582 2.22164 1.39284 0.02 -0.02 0.01 0.201
C 4.87967 -1.91654 -1.17963 0.19 -0.68 0.87 -0.232
```
Positions in Å, forces in eV/Å.

## Properties
ΔE to the lowest compared entry with this formula, charge and spin: 7.6 kcal/mol
calculated total energy: -2055.2163 a.u.
HOMO energy: -0.3930 hartree
total charge: +1
M: 451.0 g mol⁻¹